DFT (the ωB97M-V functional and the def2-TZVPD basis) results for a structure of composition C20H38BBa2F4NO10 in a non-equilibrium geometry.

The highest occupied orbital energy comes out at -12.92 eV. For the energy relative to the best compared isomer or geometry (same formula, charge and spin), the calculation gives 0.9423 eV. Its multiplicity is 1. The net charge is +2. As for the HOMO-LUMO gap: 5.92 eV.

Positions of all 76 atoms, in Å:
Ba 15.019 21.561 -6.460
Ba 12.265 20.235 -10.230
B 12.638 18.098 -12.517
F 13.454 18.661 -13.460
F 13.333 18.290 -11.193
F 11.466 18.886 -12.321
F 12.375 16.787 -12.630
C 15.732 17.986 -9.330
C 15.411 19.032 -8.325
O 14.282 19.677 -8.315
O 16.337 19.525 -7.634
H 16.724 17.591 -9.159
H 15.523 18.372 -10.330
H 15.023 17.148 -9.316
C 17.256 15.527 -13.651
C 16.840 14.224 -13.904
C 15.643 13.751 -13.371
C 14.891 14.591 -12.589
C 15.314 15.873 -12.304
C 16.436 16.374 -12.924
N 13.675 14.092 -11.950
O 13.431 14.509 -10.825
O 13.035 13.248 -12.535
H 18.138 15.922 -14.140
H 17.467 13.507 -14.416
H 15.335 12.730 -13.551
H 14.736 16.391 -11.555
H 16.794 17.342 -12.589
C 9.718 22.406 -11.710
O 11.150 22.180 -11.729
C 11.797 22.486 -12.972
C 13.265 22.600 -12.651
O 13.681 21.351 -12.111
C 15.118 21.286 -11.911
H 9.266 21.498 -12.112
H 9.495 23.254 -12.355
H 9.390 22.591 -10.691
H 11.420 23.441 -13.347
H 11.619 21.723 -13.734
H 13.393 23.470 -11.994
H 13.855 22.801 -13.552
H 15.342 20.516 -11.173
H 15.717 22.184 -11.774
H 15.399 20.866 -12.884
C 19.754 16.489 -9.120
O 20.615 16.887 -10.166
C 21.440 18.006 -9.903
C 20.700 19.327 -9.996
O 20.046 19.640 -11.187
C 18.940 18.817 -11.548
H 19.215 17.373 -8.758
H 20.308 16.027 -8.299
H 19.067 15.781 -9.577
H 22.258 17.964 -10.620
H 21.865 17.880 -8.898
H 21.471 20.103 -9.880
H 20.121 19.501 -9.066
H 18.267 18.722 -10.687
H 19.246 17.834 -11.897
H 18.438 19.351 -12.356
C 18.398 20.163 -4.546
O 17.828 21.214 -5.358
C 18.852 21.921 -6.081
C 18.277 22.255 -7.443
O 17.068 23.008 -7.305
C 17.312 24.412 -7.069
H 19.048 20.593 -3.791
H 18.822 19.403 -5.204
H 17.562 19.643 -4.075
H 19.743 21.311 -6.236
H 19.059 22.803 -5.471
H 18.129 21.278 -7.908
H 18.978 22.823 -8.057
H 17.293 24.923 -8.029
H 18.206 24.535 -6.469
H 16.478 24.820 -6.490

These are the Mulliken partial charges, in e, on atoms 1 to 2:
1. Ba 1.791
2. Ba 1.830